{"formula": "C31H44HoNO6", "method": "wB97M-V/def2-TZVPD", "gap_ev": [8.2911, 8.2954], "multiplicity": 5, "s_squared": 6.004, "homo_ev": [-7.87, -7.87], "lumo_energy_ha": [0.01552, 0.01548], "elements": ["Ho", "O", "C", "O", "C", "C", "C", "C", "C", "O", "C", "C", "O", "O", "H", "H", "H", "H", "H", "H", "H", "H", "C", "C", "C", "C", "C", "C", "C", "C", "C", "C", "C", "C", "C", "C", "C", "C", "C", "H", "H", "H", "H", "H", "H", "H", "H", "H", "H", "H", "H", "H", "H", "H", "H", "H", "H", "H", "H", "H", "H", "H", "H", "H", "H", "H", "H", "H", "O", "C", "C", "C", "C", "C", "C", "N", "H", "H", "H", "H", "H", "H", "H"], "coordinates": [[-0.07091, -0.76548, -0.31893], [1.02345, -3.37124, -3.34401], [0.54199, -2.30931, -3.03545], [0.99567, -1.52324, -2.05962], [-0.61850, -1.68194, -3.79234], [-0.33516, -0.17812, -3.99770], [-1.18498, 0.37818, -5.13154], [-2.59789, 0.36141, -4.49124], [-2.29739, -0.10159, -3.06941], [-0.95402, 0.41091, -2.81466], [-1.99252, -1.60166, -2.99996], [-1.80425, -1.99188, -1.53869], [-1.16407, -2.99669, -1.24724], [-2.14510, -1.10874, -0.63694], [-0.71991, -2.21604, -4.73003], [0.71582, 0.08180, -4.02789], [-1.10472, -0.23548, -6.02993], [-0.87290, 1.39171, -5.37975], [-3.29364, -0.31655, -4.99328], [-3.04406, 1.35373, -4.47969], [-2.97657, 0.24910, -2.30857], [-2.75910, -2.23386, -3.44194], [-0.44463, 1.77534, 0.01166], [0.95178, 1.52947, 0.12716], [1.14136, 0.82933, 1.37135], [-0.15163, 0.70656, 1.96056], [-1.12030, 1.31881, 1.15337], [-2.53066, 1.73420, 1.54312], [-3.53049, 1.55052, 0.39579], [-3.02318, 0.97134, 2.77130], [-2.47205, 3.22878, 1.89568], [2.36280, 0.51186, 2.26625], [2.03252, -0.65777, 3.20652], [2.59761, 1.74726, 3.15587], [3.67939, 0.12486, 1.57968], [1.92849, 2.22538, -0.85410], [2.68509, 3.35241, -0.13054], [1.11161, 2.93005, -1.94448], [2.92268, 1.30839, -1.58746], [-0.90093, 2.36808, -0.76309], [-0.33796, 0.33504, 2.95751], [-3.63670, 0.49960, 0.12729], [-3.20769, 2.09728, -0.49886], [-4.51154, 1.94111, 0.68819], [-3.07218, -0.10490, 2.58672], [-4.03074, 1.30795, 3.03341], [-2.37814, 1.14268, 3.64033], [-2.19488, 3.82545, 1.02023], [-1.72884, 3.41412, 2.67855], [-3.44859, 3.57532, 2.25327], [1.20232, -0.43045, 3.88373], [2.90894, -0.87383, 3.82673], [1.78293, -1.56086, 2.64698], [3.43678, 1.56507, 3.83972], [1.70564, 1.96282, 3.75633], [2.82333, 2.63832, 2.56555], [3.54857, -0.71346, 0.89431], [4.39104, -0.18812, 2.35156], [4.14162, 0.94967, 1.04713], [1.97724, 4.04404, 0.34247], [3.28079, 3.91882, -0.85719], [3.36042, 2.99312, 0.63761], [0.46032, 3.70350, -1.52383], [0.49181, 2.23238, -2.51371], [1.80503, 3.41820, -2.63372], [3.69325, 0.90680, -0.93336], [3.42749, 1.87983, -2.37313], [2.42565, 0.46841, -2.07110], [2.00068, -2.33291, 0.12081], [1.67061, -3.63563, 0.56690], [0.49145, -3.59731, 1.49929], [0.25710, -4.63687, 2.38500], [-0.86866, -4.60060, 3.18450], [-1.73841, -3.52685, 3.07139], [-1.43420, -2.54093, 2.15896], [-0.32965, -2.55719, 1.40411], [1.94909, -2.30928, -0.85488], [2.51920, -4.07916, 1.07938], [1.42055, -4.26639, -0.28759], [0.96067, -5.46026, 2.44062], [-1.06731, -5.39981, 3.89005], [-2.63930, -3.45739, 3.66757], [-2.08842, -1.69723, 2.01133]], "forces_ev_per_angstrom": [[1.43, 0.29, 1.39], [0.15, -0.02, 0.00], [0.17, 0.49, 0.50], [0.21, -0.59, -0.98], [-0.27, 0.21, 0.15], [-0.38, 0.03, 0.30], [-0.11, -0.07, -0.03], [0.05, -0.06, -0.13], [0.54, -0.15, -0.20], [-0.23, -0.04, -0.30], [0.11, 0.10, -0.10], [-0.93, -0.07, -0.15], [-0.10, -0.28, 0.00], [-0.88, -0.67, -0.67], [-0.13, -0.06, -0.12], [0.09, 0.03, 0.06], [-0.03, 0.04, 0.03], [-0.01, 0.01, 0.01], [0.09, 0.07, 0.03], [0.00, 0.02, -0.03], [-0.05, 0.07, 0.16], [-0.01, -0.09, -0.10], [0.02, 0.36, 0.13], [0.57, 0.50, 0.09], [0.25, 0.13, 0.16], [-0.03, 0.12, 0.03], [-0.05, 0.01, -0.05], [0.02, -0.08, -0.09], [-0.01, 0.02, -0.08], [-0.04, -0.03, 0.10], [0.02, 0.13, 0.06], [-0.12, 0.04, -0.01], [-0.06, -0.08, 0.19], [0.08, 0.06, 0.11], [-0.06, 0.02, -0.05], [-0.14, 0.02, 0.06], [-0.04, 0.09, -0.07], [-0.06, 0.09, -0.22], [0.05, 0.03, 0.13], [-0.05, -0.20, -0.10], [-0.02, -0.17, -0.16], [0.00, 0.03, 0.02], [-0.03, -0.07, 0.13], [0.09, -0.02, -0.02], [-0.03, 0.12, 0.01], [0.06, -0.03, 0.01], [-0.07, -0.02, -0.12], [-0.02, -0.08, 0.10], [-0.08, -0.02, -0.07], [0.09, -0.02, -0.04], [0.18, -0.08, -0.10], [-0.11, 0.02, -0.03], [0.04, 0.06, 0.03], [-0.10, 0.04, -0.08], [0.13, -0.04, -0.10], [-0.02, -0.11, 0.08], [-0.03, 0.06, 0.01], [-0.05, 0.06, -0.07], [-0.02, 0.15, -0.08], [0.09, -0.12, -0.07], [-0.07, -0.06, 0.09], [0.11, -0.15, 0.06], [0.13, -0.08, -0.09], [0.06, 0.07, 0.05], [-0.05, 0.00, -0.01], [-0.05, -0.03, 0.03], [0.00, -0.01, 0.09], [-0.12, -0.06, -0.02], [-0.17, 0.05, 0.33], [-0.10, 0.19, -0.05], [0.00, 0.01, -0.06], [0.05, -0.19, 0.11], [0.04, -0.13, 0.10], [-0.10, -0.05, 0.01], [0.18, 0.04, 0.01], [-0.27, 0.09, 0.13], [0.12, 0.01, -0.35], [0.21, -0.06, 0.08], [-0.06, -0.09, -0.07], [-0.06, 0.05, 0.00], [0.02, 0.05, -0.05], [0.06, -0.01, -0.04], [-0.04, 0.08, -0.02]], "mulliken_spin": [4.043, 0.000, 0.001, -0.009, 0.000, 0.001, 0.000, 0.000, 0.000, 0.003, 0.002, -0.008, 0.003, -0.005, 0.000, 0.000, 0.000, 0.000, 0.000, 0.000, -0.001, 0.000, -0.006, 0.011, -0.022, -0.001, -0.015, 0.001, 0.000, 0.000, 0.000, -0.002, 0.000, 0.000, 0.000, 0.002, 0.000, 0.000, 0.005, 0.001, 0.002, 0.000, 0.000, 0.000, 0.000, 0.000, 0.000, 0.000, 0.000, 0.000, 0.000, 0.000, 0.000, 0.000, 0.000, 0.000, 0.000, 0.000, 0.000, 0.000, 0.000, 0.000, 0.000, 0.001, 0.000, 0.001, 0.000, -0.001, -0.001, 0.002, -0.001, 0.000, 0.000, 0.000, 0.002, -0.009, 0.000, 0.000, 0.000, 0.000, 0.000, 0.000, 0.000]}